Record 1
Density functional theory data (wB97M-V/def2-TZVPD) for a molecular structure, C26H28F6IrN5O6S5.

Summary:
* net charge: +3
* ΔE to the lowest compared entry with this formula, charge and spin: 26.3 kcal/mol
* ⟨S²⟩: 8.78
* highest occupied orbital energy (spin up / spin down): -0.6029 / -0.6028 hartree
* spin multiplicity: 6

XYZ file:
```
77
Properties=species:S:1:pos:R:3:mulliken_charge:R:1
Ir 0.00 -1.05 0.97 4.05
C -1.14 2.69 3.53 -2.35
C -0.51 1.62 2.70 0.63
N -1.17 0.61 2.24 0.12
N -2.44 0.40 2.66 -0.78
C -2.94 -0.85 2.63 0.72
N -3.99 -1.14 3.37 -0.39
S -2.28 -2.02 1.59 -0.38
C 0.95 1.55 2.52 0.77
C 1.82 2.39 3.21 -0.89
C 3.18 2.16 3.13 -0.84
C 3.65 1.12 2.36 -1.32
C 2.73 0.32 1.70 -0.32
N 1.42 0.54 1.78 0.55
H -2.14 2.93 3.18 0.59
H -0.56 3.61 3.48 0.57
H -1.18 2.37 4.57 0.43
H -2.81 1.04 3.36 0.24
H -4.40 -0.51 4.04 0.21
H -4.34 -2.09 3.37 0.24
H 1.44 3.21 3.81 0.45
H 3.87 2.79 3.68 0.51
H 4.71 0.92 2.28 0.58
H 3.04 -0.54 1.12 0.64
F -0.10 -6.11 0.37 -0.23
C -0.45 -5.37 1.43 0.80
F 0.27 -5.81 2.48 -0.21
F -1.74 -5.57 1.67 -0.23
S 1.34 -3.46 1.57 0.17
O 1.60 -2.61 0.39 -0.30
O -0.24 -4.04 1.18 -0.25
N 1.01 -2.26 2.64 -0.28
S 0.15 -2.45 4.01 0.92
O -0.69 -3.60 4.01 -0.55
O -0.43 -1.18 4.35 -0.61
C 1.54 -2.67 5.22 0.53
F 1.12 -3.13 6.37 -0.16
F 2.12 -1.48 5.37 -0.19
F 2.42 -3.51 4.68 -0.22
O -1.59 -0.97 -0.91 -0.66
S -2.22 -1.54 -2.13 0.20
C -0.93 -1.53 -3.46 -0.65
C -0.34 -0.14 -3.64 -0.10
C 1.11 -0.17 -4.13 -1.17
C 2.11 -0.86 -3.21 -1.05
S 2.30 -0.17 -1.52 0.37
O 0.91 -0.02 -0.94 -1.37
C 2.79 1.51 -1.94 0.66
C 3.96 1.73 -2.65 -0.51
C 4.32 3.03 -2.97 -0.77
C 3.54 4.10 -2.53 -0.51
C 2.37 3.86 -1.81 -0.85
C 2.00 2.57 -1.48 -0.17
C -3.31 -0.28 -2.77 0.72
C -4.11 -0.60 -3.87 -0.41
C -4.86 0.40 -4.45 -0.71
C -4.85 1.68 -3.89 -0.41
C -4.06 1.98 -2.77 -0.73
C -3.31 0.99 -2.18 -0.25
H -1.42 -1.92 -4.35 0.68
H -0.20 -2.26 -3.11 0.35
H -0.37 0.39 -2.69 0.04
H -0.94 0.43 -4.36 0.48
H 1.43 0.86 -4.30 0.44
H 1.16 -0.68 -5.09 0.46
H 3.12 -0.81 -3.63 0.66
H 1.89 -1.92 -3.04 0.64
H 4.59 0.91 -2.96 0.43
H 5.22 3.22 -3.54 0.45
H 3.85 5.11 -2.74 0.44
H 1.76 4.70 -1.49 0.45
H 1.11 2.36 -0.91 0.33
H -4.14 -1.60 -4.28 0.49
H -5.48 0.18 -5.31 0.47
H -5.48 2.45 -4.32 0.45
H -4.04 2.98 -2.37 0.47
H -2.70 1.18 -1.31 0.42
```

=====

Record 2
Density functional theory data (wB97M-V/def2-TZVPD) for a molecular structure, C26H28LiOSb.

Summary:
* highest occupied orbital energy: -0.2400 hartree
* spin multiplicity: 1

XYZ file:
```
57
Properties=species:S:1:pos:R:3:mulliken_charge:R:1
Li 2.31 -4.66 -1.64 0.89
C 0.70 -5.04 -0.22 -0.29
C -0.09 -4.72 -1.35 -0.28
C -1.35 -4.32 -0.88 -1.23
C -1.27 -4.26 0.52 -0.23
C -0.01 -4.68 0.95 -1.12
H 1.60 -5.62 -0.17 0.49
H 0.14 -5.01 -2.37 0.32
H -2.19 -4.03 -1.49 0.42
H -2.06 -3.86 1.13 0.60
H 0.39 -4.70 1.96 0.43
O 3.35 -2.95 -1.11 -0.59
H 3.09 -2.73 -0.22 0.34
H 3.78 -2.18 -1.50 0.28
C 0.07 1.71 -3.51 -1.35
C -0.01 2.70 -2.35 0.66
C 0.04 4.07 -2.63 -0.58
C -0.22 5.04 -1.67 -0.78
C -0.54 4.60 -0.38 -0.49
C -0.52 3.26 -0.04 -0.57
C -0.27 2.31 -1.02 0.32
Sb -0.03 0.22 -0.50 0.76
C 1.93 0.46 0.43 0.09
C 2.99 0.63 -0.46 -0.89
C 4.25 1.06 0.01 -0.71
C 4.46 1.20 1.37 -0.47
C 3.40 1.07 2.25 -0.53
C 2.13 0.65 1.81 1.14
C 1.01 0.40 2.81 -1.20
C -1.87 -0.09 0.67 -0.01
C -1.75 -0.97 1.73 -0.88
C -2.79 -1.01 2.66 -1.10
C -3.99 -0.37 2.43 -0.52
C -4.17 0.44 1.31 -0.68
C -3.11 0.51 0.36 1.01
C -3.37 1.19 -0.97 -1.41
H 0.13 2.23 -4.46 0.45
H -0.84 1.10 -3.53 0.25
H 0.94 1.03 -3.48 0.22
H 0.30 4.34 -3.65 0.37
H -0.23 6.08 -1.93 0.39
H -0.75 5.30 0.42 0.39
H -0.73 2.95 0.97 0.40
H 2.82 0.44 -1.52 0.50
H 5.04 1.16 -0.74 0.37
H 5.47 1.43 1.76 0.35
H 3.57 1.37 3.30 0.31
H 1.27 0.69 3.85 0.38
H 0.77 -0.67 2.85 0.22
H 0.06 0.84 2.51 0.25
H -0.85 -1.57 1.88 1.07
H -2.72 -1.62 3.54 0.46
H -4.81 -0.44 3.13 0.39
H -5.10 0.95 1.09 0.42
H -4.44 1.22 -1.19 0.49
H -2.96 0.67 -1.84 0.23
H -2.98 2.21 -0.95 0.27
```

=====

Record 3
Density functional theory data (wB97M-V/def2-TZVPD) for a molecular structure, C26H28MnN5O3.

Summary:
* net charge: -1
* ⟨S²⟩: 1.05
* highest occupied orbital energy (spin up / spin down): -0.1450 / -0.1214 hartree
* spin multiplicity: 2

XYZ file:
```
63
Properties=species:S:1:pos:R:3:mulliken_charge:R:1
Mn 0.15 0.11 0.31 -0.29
N 0.15 0.60 -1.84 -0.19
C 1.51 0.36 -2.36 -0.72
C 2.55 0.60 -1.26 0.46
O 3.67 1.03 -1.56 -0.79
N 2.07 0.23 -0.08 0.00
C 2.92 0.28 1.09 -0.48
C 2.09 -0.03 2.33 0.34
O 2.63 -0.13 3.43 -0.78
O 0.81 -0.16 2.12 -0.56
H -0.55 0.15 -2.40 0.24
H -0.04 1.60 -1.84 0.14
H 1.76 0.94 -3.24 0.33
H 1.57 -0.70 -2.62 0.29
H 3.40 1.26 1.23 0.30
H 3.75 -0.44 1.04 0.41
C -5.26 4.35 1.82 -1.53
C -5.63 3.54 0.61 0.76
C -6.85 3.72 -0.03 -0.67
C -7.20 2.97 -1.15 -0.70
C -6.30 2.04 -1.65 -0.90
C -5.07 1.86 -1.04 0.01
C -4.73 2.59 0.10 0.19
N -3.50 2.44 0.76 -0.10
C -2.60 1.39 0.57 0.59
N -3.18 0.17 0.62 -0.05
C -2.64 -1.12 0.33 1.35
C -1.28 -1.29 0.10 -0.57
C -0.90 -2.61 -0.20 0.06
C -1.80 -3.66 -0.25 -1.16
C -3.15 -3.44 0.01 -0.65
C -3.59 -2.16 0.31 0.86
C -5.05 -1.91 0.61 -1.51
N -1.33 1.60 0.45 -0.22
C -0.90 2.94 0.22 -0.91
C -1.20 3.57 -0.99 0.45
C -0.74 4.85 -1.26 -1.12
C 0.02 5.51 -0.31 -0.71
C 0.30 4.89 0.90 -0.86
C -0.16 3.61 1.20 1.05
C 0.10 3.00 2.54 -1.30
H -6.11 4.94 2.16 0.41
H -4.44 5.05 1.62 0.31
H -4.93 3.71 2.64 0.35
H -7.54 4.45 0.37 0.35
H -8.16 3.12 -1.62 0.38
H -6.55 1.46 -2.53 0.40
H -4.36 1.15 -1.45 0.50
H -3.04 3.31 1.01 0.49
H -4.15 0.20 0.87 0.18
H 0.15 -2.82 -0.38 0.39
H -1.46 -4.67 -0.48 0.37
H -3.86 -4.25 -0.01 0.30
H -5.61 -2.84 0.58 0.37
H -5.52 -1.23 -0.11 0.25
H -5.20 -1.48 1.61 0.37
H -1.80 3.03 -1.72 0.46
H -0.98 5.31 -2.21 0.41
H 0.40 6.50 -0.51 0.41
H 0.88 5.42 1.65 0.39
H 0.60 3.72 3.20 0.47
H 0.72 2.10 2.47 0.16
H -0.82 2.67 3.02 0.21
```

=====

Record 4
Density functional theory data (wB97M-V/def2-TZVPD) for a molecular structure, C26H28MoN6O9S.

Summary:
* ΔE to the lowest compared entry with this formula, charge and spin: 25.0 kcal/mol
* ⟨S²⟩: 2.01
* highest occupied orbital energy (spin up / spin down): -0.2277 / -0.3232 hartree
* spin multiplicity: 3

XYZ file:
```
71
Properties=species:S:1:pos:R:3:mulliken_charge:R:1
Mo 1.51 -1.47 1.30 0.91
O -0.70 -0.72 0.99 0.06
C -1.86 -1.43 1.40 -0.97
C -1.54 -2.90 1.48 0.55
C -2.56 -3.81 1.73 -0.90
C -2.25 -5.15 1.83 -0.30
C -0.93 -5.53 1.68 -0.95
C 0.02 -4.56 1.44 -0.20
N -0.27 -3.25 1.34 0.63
H -0.80 0.22 1.18 -0.15
H -2.66 -1.26 0.68 0.44
H -2.19 -1.08 2.38 0.44
H -3.58 -3.45 1.85 0.44
H -3.02 -5.88 2.03 0.42
H -0.62 -6.56 1.75 0.46
H 1.07 -4.82 1.36 0.37
O 5.13 -5.03 -2.99 -0.48
C 4.31 -5.14 -1.92 0.58
O 4.21 -6.17 -1.33 -0.49
C 3.51 -3.92 -1.62 0.00
C 2.96 -3.08 -2.57 -0.25
N 2.21 -2.18 -1.90 -0.29
N 2.26 -2.39 -0.59 0.48
C 3.05 -3.43 -0.39 -0.23
C 3.30 -3.78 1.06 0.65
O 4.08 -4.63 1.38 -0.65
O 2.53 -3.08 1.87 -0.54
H 5.26 -4.10 -3.22 0.34
H 3.00 -3.09 -3.64 0.50
H 1.68 -1.38 -2.25 -0.02
O 2.82 -0.37 1.33 -0.72
C -1.69 3.55 -4.49 -0.73
C -1.81 2.04 -4.31 -0.81
C -0.76 1.46 -3.37 -0.73
N -0.94 2.00 -2.03 -0.03
C -0.13 1.73 -1.00 0.49
S 1.17 0.68 -1.10 -0.52
N -0.41 2.32 0.21 0.22
C -1.38 3.30 0.50 0.30
O -2.06 3.20 1.48 -0.53
C -1.46 4.49 -0.41 -0.32
C -0.33 4.96 -1.08 0.24
C -0.42 6.10 -1.86 -0.74
C -1.64 6.76 -1.98 -0.39
C -2.76 6.29 -1.32 -0.64
C -2.67 5.16 -0.52 -0.36
H -2.42 3.91 -5.22 0.38
H -0.70 3.83 -4.84 0.27
H -1.88 4.10 -3.56 0.03
H -1.70 1.55 -5.28 0.37
H -2.81 1.78 -3.95 0.34
H 0.25 1.70 -3.72 0.40
H -0.84 0.37 -3.33 0.34
H -1.70 2.65 -1.90 0.35
H 0.10 1.96 1.02 0.41
H 0.61 4.44 -0.98 0.41
H 0.46 6.48 -2.36 0.41
H -1.71 7.65 -2.60 0.40
H -3.71 6.81 -1.42 0.41
H -3.53 4.79 0.03 0.46
O 0.49 1.32 2.64 -0.61
C 0.66 0.45 3.50 -0.03
C 0.58 0.72 4.99 -0.48
C 0.63 -0.68 5.61 -0.49
C 0.73 -1.61 4.40 0.00
O 0.64 -2.81 4.44 -0.59
N 0.88 -0.86 3.25 0.56
H -0.33 1.28 5.22 0.28
H 1.42 1.35 5.27 0.28
H -0.25 -0.94 6.20 0.25
H 1.50 -0.84 6.24 0.25
```